Record 1
{"formula": "C47H55IKN5O4Sb", "method": "wB97M-V/def2-TZVPD", "species": ["K", "O", "N", "N", "O", "C", "C", "C", "C", "C", "C", "H", "H", "H", "H", "H", "O", "C", "C", "C", "C", "C", "C", "N", "H", "H", "H", "H", "H", "H", "H", "C", "C", "C", "C", "C", "C", "C", "Sb", "C", "C", "C", "C", "C", "C", "C", "C", "C", "C", "C", "C", "C", "C", "H", "H", "H", "H", "H", "H", "H", "H", "H", "H", "H", "H", "H", "H", "H", "H", "H", "H", "H", "H", "H", "N", "C", "O", "C", "I", "H", "H", "H", "H", "C", "C", "C", "C", "C", "C", "C", "C", "N", "C", "C", "C", "C", "H", "H", "H", "H", "H", "H", "H", "H", "H", "H", "H", "H", "H", "H", "H", "H", "H", "H"], "coordinates": [[-0.8716, -0.6956, 0.6310], [-0.3966, 1.0135, 2.0932], [-0.9995, 1.9980, 1.5232], [-0.9360, 2.0270, 0.2592], [-0.3462, 1.1475, -0.4760], [-1.5809, 3.1002, -0.3633], [-1.9520, 2.9859, -1.6972], [-2.5652, 4.0532, -2.3246], [-2.8169, 5.2240, -1.6271], [-2.4755, 5.3185, -0.2866], [-1.8523, 4.2641, 0.3499], [-1.7695, 2.0535, -2.2066], [-2.8605, 3.9675, -3.3606], [-3.2839, 6.0618, -2.1243], [-2.6920, 6.2244, 0.2612], [-1.5803, 4.3178, 1.3916], [1.9634, -3.1406, 0.2827], [1.9506, -3.6600, 1.5958], [2.3902, -2.6280, 2.6032], [3.4280, -2.8762, 3.4970], [3.7652, -1.8945, 4.4129], [3.0318, -0.7197, 4.4251], [2.0143, -0.5705, 3.4919], [1.7133, -1.4889, 2.5938], [1.0682, -3.1885, -0.0644], [2.6202, -4.5304, 1.6419], [0.9435, -3.9824, 1.8727], [3.9650, -3.8144, 3.4729], [4.5777, -2.0494, 5.1115], [3.2444, 0.0582, 5.1452], [1.4034, 0.3175, 3.4724], [0.3932, 0.6239, -3.3333], [1.7577, 0.1827, -3.7495], [2.0255, -0.0074, -5.0993], [3.2596, -0.4606, -5.5291], [4.2463, -0.7285, -4.5989], [3.9928, -0.5218, -3.2528], [2.7647, -0.0547, -2.8103], [2.3908, 0.1786, -0.6623], [4.5244, -0.1612, -0.1687], [4.7291, -1.3761, 0.4703], [5.9781, -1.7703, 0.9146], [7.0630, -0.9389, 0.7145], [6.8791, 0.2690, 0.0690], [5.6259, 0.6708, -0.3800], [5.5077, 1.9880, -1.0843], [2.4839, 2.3471, -0.7697], [2.4195, 3.0277, -1.9759], [2.3393, 4.4092, -2.0183], [2.3197, 5.1306, -0.8402], [2.4084, 4.4617, 0.3663], [2.4954, 3.0764, 0.4162], [2.6051, 2.3856, 1.7349], [-0.2019, 0.9253, -4.1935], [0.4497, 1.4500, -2.6323], [-0.1225, -0.1847, -2.8151], [1.2485, 0.1967, -5.8256], [3.4451, -0.6075, -6.5843], [5.2120, -1.0970, -4.9189], [4.7697, -0.7359, -2.5312], [3.8889, -2.0379, 0.6051], [6.1016, -2.7198, 1.4162], [8.0508, -1.2251, 1.0471], [7.7293, 0.9212, -0.0897], [6.4857, 2.3406, -1.4082], [5.0838, 2.7359, -0.4142], [4.8575, 1.9068, -1.9527], [2.4604, 2.4812, -2.9094], [2.2884, 4.9199, -2.9701], [2.2449, 6.2090, -0.8575], [2.4113, 5.0265, 1.2888], [2.8650, 3.0851, 2.5265], [3.3549, 1.5964, 1.7018], [1.6537, 1.9193, 1.9791], [-3.0268, -2.3972, 4.8486], [-2.3548, -1.8680, 3.8054], [-1.4477, -2.4666, 3.2617], [-2.7633, -0.5158, 3.3072], [-4.0079, 0.6527, 4.5854], [-2.7771, -3.3163, 5.1697], [-3.8076, -1.9299, 5.2781], [-3.3031, -0.6420, 2.3660], [-1.8638, 0.0703, 3.1076], [-7.6981, -1.5743, -1.3489], [-6.4057, -1.0161, -0.8093], [-6.3188, 0.3230, -0.4511], [-5.0981, 0.8243, 0.0007], [-4.9961, 2.2752, 0.3898], [-4.0061, -0.0049, 0.0784], [-4.0487, -1.4000, -0.2162], [-5.3183, -1.8566, -0.6746], [-2.9220, -2.0773, -0.0107], [-2.8082, -3.5018, -0.1871], [-3.6939, -4.3026, 0.7914], [-3.0154, -3.9842, -1.6388], [-1.3454, -3.8318, 0.1581], [-8.4476, -0.7894, -1.4406], [-8.0846, -2.3491, -0.6842], [-7.5430, -2.0220, -2.3332], [-7.1801, 0.9755, -0.5240], [-5.9130, 2.6013, 0.8836], [-4.8540, 2.9009, -0.4949], [-4.1546, 2.4477, 1.0619], [-3.0437, 0.4075, 0.3680], [-5.4605, -2.8949, -0.9440], [-4.7426, -4.0547, 0.6698], [-3.3980, -4.0483, 1.8074], [-3.5682, -5.3753, 0.6510], [-4.0546, -3.9469, -1.9422], [-2.6625, -5.0089, -1.7543], [-2.4441, -3.3389, -2.3031], [-1.1444, -3.5211, 1.1767], [-0.7176, -3.2790, -0.5355], [-1.1437, -4.8960, 0.0588]], "homo_ev": -3.27, "e_above_lowest_kj_mol": 0.0, "homo_lumo_gap_ev": 5.309, "total_charge": -1, "lumo_ev": 2.04}

=====

Record 2
{"formula": "C23H26N2O3", "method": "wB97M-V/def2-TZVPD", "species": ["C", "C", "O", "C", "C", "C", "C", "C", "C", "N", "C", "O", "C", "C", "C", "C", "N", "C", "C", "C", "C", "C", "C", "C", "C", "O", "C", "C", "H", "H", "H", "H", "H", "H", "H", "H", "H", "H", "H", "H", "H", "H", "H", "H", "H", "H", "H", "H", "H", "H", "H", "H", "H", "H"], "coordinates": [[-2.5964, 3.9006, 0.0900], [-1.6718, 4.5088, -0.9606], [-0.4465, 3.8179, -1.0842], [-0.4134, 2.5700, -1.6589], [-1.4723, 2.0240, -2.3755], [-1.3887, 0.7773, -2.9675], [-0.2261, 0.0286, -2.8666], [-0.1404, -1.3559, -3.4482], [-1.0740, -2.3210, -2.7030], [-0.8001, -2.3321, -1.2861], [-0.4912, -3.4532, -0.5947], [-0.4406, -4.5578, -1.0951], [-0.2926, -3.2060, 0.8710], [-1.0438, -3.9212, 1.7668], [-0.9299, -3.6521, 3.1499], [-1.7536, -4.4240, 4.1305], [-0.1350, -2.7293, 3.6202], [0.6474, -2.0332, 2.7712], [1.5186, -1.0631, 3.3079], [2.3517, -0.3525, 2.4892], [2.3677, -0.5931, 1.1071], [1.5286, -1.5228, 0.5569], [0.6289, -2.2445, 1.3646], [0.8362, 0.5727, -2.1650], [0.7735, 1.8207, -1.5507], [1.9231, 2.1760, -0.9159], [1.9844, 3.2917, -0.0443], [3.3679, 3.2918, 0.5887], [-2.0922, 3.8696, 1.0528], [-2.8806, 2.8867, -0.1816], [-3.4937, 4.5064, 0.1811], [-1.3733, 5.5149, -0.6525], [-2.1782, 4.5865, -1.9307], [-2.3875, 2.5825, -2.4898], [-2.2364, 0.3969, -3.5173], [-0.4328, -1.3426, -4.4999], [0.8851, -1.7214, -3.3820], [-0.9358, -3.3443, -3.0586], [-2.1166, -2.0252, -2.8666], [-0.8167, -1.4404, -0.8150], [-1.7338, -4.6741, 1.4165], [-2.8135, -4.2963, 3.9162], [-1.5444, -4.0765, 5.1377], [-1.5213, -5.4852, 4.0584], [1.5091, -0.9151, 4.3764], [3.0184, 0.3883, 2.9070], [3.0462, -0.0400, 0.4755], [1.5629, -1.7306, -0.5013], [1.7693, 0.0384, -2.0786], [1.8236, 4.2205, -0.6017], [1.2131, 3.2080, 0.7303], [4.1294, 3.3365, -0.1852], [3.5152, 2.3854, 1.1690], [3.4730, 4.1531, 1.2421]], "smiles": "CCOc1ccc(CCNC(=O)c2cc(C)nc3ccccc23)cc1OCC", "homo_ev": -8.20, "e_above_lowest_kj_mol": 210.1, "homo_lumo_gap_ev": 8.466, "total_charge": 0, "lumo_ev": 0.27}

=====

Record 3
{"formula": "C13H26O16Tl", "method": "wB97M-V/def2-TZVPD", "species": ["Tl", "O", "H", "O", "C", "O", "O", "H", "C", "O", "C", "O", "O", "C", "H", "H", "H", "H", "H", "H", "C", "O", "C", "O", "O", "C", "H", "H", "H", "H", "H", "H", "C", "O", "C", "O", "O", "C", "H", "H", "H", "H", "H", "H", "C", "O", "C", "O", "O", "C", "H", "H", "H", "H", "H", "H"], "coordinates": [[-2.6164, 3.5639, 2.3309], [-0.5398, 1.6923, 2.7727], [-0.3496, 0.7342, 2.7885], [0.5237, 1.6804, 0.3943], [-0.1063, 2.4460, -0.4952], [-1.0974, 3.0018, -0.1367], [0.0926, 2.4501, -1.7285], [0.1730, 1.7976, 1.2803], [-1.6579, -0.9475, 0.6881], [-3.0645, -1.1486, 0.5264], [-3.9469, -0.1215, 0.8664], [-3.7251, 1.0186, 1.1404], [-5.1923, -0.6307, 0.6192], [-6.4034, -0.0136, 1.1595], [-1.3434, -0.4380, 1.5990], [-1.2702, -0.4237, -0.1857], [-1.1497, -1.9054, 0.5774], [-6.4559, 1.0307, 0.8515], [-6.3300, -0.0674, 2.2457], [-7.2911, -0.5960, 0.9126], [0.0523, -5.3608, -1.3769], [0.1776, -3.9597, -1.6420], [1.2236, -3.3200, -1.0866], [2.1160, -3.8013, -0.4453], [1.1439, -2.0502, -1.3292], [2.0968, -1.1067, -0.9618], [-0.2297, -5.5483, -0.3408], [0.9782, -5.8272, -1.7135], [-0.7005, -5.7413, -2.0672], [2.0971, -1.1165, 0.1282], [1.7939, -0.1292, -1.3372], [3.0745, -1.4672, -1.2816], [2.3207, -0.2016, 3.2921], [2.5437, -1.4825, 3.8221], [1.5633, -2.0287, 4.6145], [0.4721, -1.5287, 4.8569], [1.9143, -3.2031, 5.1104], [1.3657, -3.8611, 6.2314], [2.5287, 0.5216, 4.0806], [1.3571, -0.1513, 2.7850], [3.0394, 0.0916, 2.5269], [0.4152, -3.5490, 6.6642], [1.9985, -4.1388, 7.0743], [1.1066, -4.8835, 5.9561], [1.0184, 3.8404, -7.4552], [1.8172, 4.0843, -6.3194], [1.3645, 4.0598, -5.0380], [0.2304, 3.7866, -4.7653], [2.3067, 4.5038, -4.2570], [2.0887, 4.7361, -2.9337], [0.9729, 2.7527, -7.5102], [1.5373, 4.1556, -8.3605], [-0.0153, 4.1842, -7.4203], [2.0056, 5.8106, -2.7705], [2.8909, 4.3893, -2.2824], [1.0843, 4.4170, -2.6552]], "homo_ev": [-8.57, -8.54], "spin_multiplicity": 2, "homo_lumo_gap_ev": [8.220, 5.506], "total_charge": 0, "lumo_ev": [-0.35, -3.03]}

=====

Record 4
{"formula": "C11H14O2", "method": "wB97M-V/def2-TZVPD", "species": ["C", "O", "C", "C", "C", "C", "C", "C", "C", "C", "C", "C", "O", "H", "H", "H", "H", "H", "H", "H", "H", "H", "H", "H", "H", "H", "H"], "coordinates": [[4.4216, 0.3544, 0.1774], [3.4054, -0.5936, 0.0155], [2.1096, -0.1465, -0.0562], [1.7421, 1.1847, -0.0641], [0.3841, 1.5286, -0.1508], [-0.5907, 0.5527, -0.2629], [-0.2300, -0.8073, -0.2906], [1.1076, -1.1468, -0.1590], [-1.3269, -1.7983, -0.5380], [-2.5103, -1.5162, 0.3996], [-2.8724, -0.0158, 0.5423], [-2.0553, 0.8916, -0.3895], [-2.3596, 2.2546, -0.1956], [4.2622, 0.9762, 1.0643], [5.3481, -0.2036, 0.3159], [4.4916, 0.9964, -0.7288], [2.5005, 1.9641, 0.0401], [0.0643, 2.5646, -0.1948], [1.4308, -2.1750, -0.2218], [-1.6394, -1.7729, -1.5841], [-0.9377, -2.8125, -0.4140], [-2.2929, -1.8979, 1.3994], [-3.3793, -2.0699, 0.0557], [-2.6839, 0.3325, 1.5741], [-3.9314, 0.1996, 0.3706], [-2.3527, 0.6600, -1.4248], [-2.1054, 2.4962, 0.7203]], "smiles": "COc1ccc2c(c1)CCC[C@H]2O", "homo_ev": -8.31, "e_above_lowest_kj_mol": 45.7, "homo_lumo_gap_ev": 9.221, "total_charge": 0, "lumo_ev": 0.91}

=====

Record 5
{"formula": "C38H51ClN5O2S4Ta", "method": "wB97M-V/def2-TZVPD", "species": ["Ta", "C", "C", "S", "C", "C", "S", "C", "C", "S", "H", "H", "H", "H", "H", "H", "H", "H", "H", "H", "H", "H", "C", "C", "C", "C", "C", "C", "C", "C", "N", "C", "C", "C", "C", "N", "C", "C", "C", "C", "C", "C", "C", "C", "H", "H", "H", "H", "H", "H", "H", "H", "H", "H", "H", "H", "H", "H", "H", "H", "H", "H", "H", "H", "H", "H", "H", "H", "Cl", "C", "C", "C", "C", "N", "C", "H", "H", "H", "H", "C", "S", "C", "H", "H", "H", "H", "H", "H", "C", "N", "C", "C", "C", "O", "N", "C", "O", "H", "H", "H", "H", "H"], "coordinates": [[-0.2971, 0.2344, 0.3932], [-0.3528, 2.8053, -2.3291], [0.5767, 3.4243, -1.2957], [0.4720, 2.8205, 0.4022], [-0.8528, 3.8237, 1.1216], [-2.1984, 3.5587, 0.5014], [-2.6166, 1.7895, 0.5507], [-3.5743, 1.6797, -0.9748], [-2.7630, 1.3598, -2.2368], [-0.9586, 1.0830, -2.0478], [0.1512, 2.7642, -3.2958], [-1.2526, 3.4023, -2.4490], [0.4164, 4.5038, -1.2526], [1.6187, 3.2808, -1.5606], [-0.5523, 4.8634, 0.9767], [-0.8336, 3.6309, 2.1929], [-2.2385, 3.8923, -0.5336], [-2.9846, 4.0782, 1.0527], [-4.1196, 2.6196, -1.0738], [-4.2976, 0.8962, -0.7940], [-2.7989, 2.1719, -2.9619], [-3.1542, 0.4688, -2.7223], [3.1121, -0.2767, 2.6846], [3.4316, 0.9038, 1.8048], [4.3427, 1.8604, 2.2537], [4.7680, 2.8872, 1.4286], [4.3629, 2.9187, 0.1007], [3.4787, 1.9725, -0.4044], [3.2900, 1.8661, -1.8949], [2.9429, 1.0474, 0.5025], [1.9176, 0.0922, 0.0297], [2.3734, -0.9152, -0.6543], [3.8014, -1.2369, -0.8660], [1.3699, -1.9166, -1.1462], [1.8361, -3.0481, -1.9894], [0.1816, -1.7641, -0.6725], [-0.6482, -2.9780, -0.7575], [-0.3242, -4.0400, 0.1027], [0.8747, -4.1003, 1.0184], [-1.1304, -5.1767, 0.0434], [-2.1720, -5.2787, -0.8602], [-2.4005, -4.2525, -1.7664], [-1.6319, -3.0962, -1.7478], [-1.7707, -2.1125, -2.8744], [3.1105, 0.0065, 3.7366], [3.8980, -1.0285, 2.5733], [2.1600, -0.7564, 2.4652], [4.7393, 1.7762, 3.2583], [5.4630, 3.6290, 1.7991], [4.7843, 3.6562, -0.5713], [3.5126, 2.8132, -2.3864], [2.3025, 1.5304, -2.2140], [4.0021, 1.1441, -2.3029], [4.4842, -0.4909, -0.4773], [3.9924, -1.4134, -1.9266], [3.9995, -2.1942, -0.3684], [2.3975, -2.6449, -2.8330], [1.0107, -3.6460, -2.3595], [2.5103, -3.6976, -1.4250], [1.4229, -3.1656, 1.1150], [1.5594, -4.8704, 0.6574], [0.5802, -4.4019, 2.0239], [-0.9027, -6.0088, 0.6989], [-2.7705, -6.1797, -0.8978], [-3.1570, -4.3668, -2.5333], [-2.7893, -2.0965, -3.2575], [-1.1141, -2.4061, -3.6996], [-1.4840, -1.1033, -2.5919], [-3.0238, 0.9325, 5.4785], [-1.5753, 1.2108, 4.6218], [-0.4639, 1.7822, 5.2343], [0.6666, 1.9724, 4.4612], [0.6640, 1.6026, 3.1301], [-0.4096, 1.0489, 2.5266], [-1.5126, 0.8590, 3.2874], [-0.4940, 2.0630, 6.2799], [1.5623, 2.4092, 4.8823], [1.5517, 1.7552, 2.5355], [-2.3810, 0.4155, 2.8299], [0.2760, -0.7167, -5.2968], [1.4748, -0.1727, -4.0625], [3.0098, -0.4770, -4.9650], [0.4553, -0.1871, -6.2305], [-0.7233, -0.4708, -4.9405], [0.3482, -1.7901, -5.4654], [3.0774, -1.5256, -5.2490], [3.8511, -0.2193, -4.3243], [3.0475, 0.1484, -5.8546], [-4.9716, -2.9682, 0.6520], [-3.6646, -2.4844, 1.1487], [-3.0923, -3.0509, 2.2422], [-1.8473, -2.7371, 2.6967], [-1.1630, -1.7692, 1.9516], [0.0429, -1.3632, 2.0436], [-1.8180, -1.0625, 0.9795], [-3.0189, -1.4973, 0.4336], [-3.4316, -1.0251, -0.6026], [-5.0909, -4.0070, 0.9455], [-4.9813, -2.8923, -0.4302], [-5.7756, -2.3676, 1.0724], [-3.6897, -3.8137, 2.7265], [-1.3982, -3.2437, 3.5370]], "homo_ev": -18.15, "homo_lumo_gap_ev": 4.645, "total_charge": 4, "lumo_ev": -13.50}

=====

Record 6
{"formula": "C6H11O2", "method": "wB97M-V/def2-TZVPD", "species": ["C", "C", "C", "C", "C", "C", "O", "O", "H", "H", "H", "H", "H", "H", "H", "H", "H", "H", "H"], "coordinates": [[1.7779, -0.1778, 0.7562], [0.2727, 0.4472, 0.8076], [-0.0703, 0.3101, 2.3133], [-0.6841, -0.1773, -0.2516], [-0.4407, 0.2781, -1.6730], [-1.3639, -0.5158, -2.6371], [-2.4230, -1.0157, -2.1422], [-1.0994, -0.5116, -3.8544], [2.3111, 0.4183, 1.4922], [2.1018, -0.0158, -0.2654], [1.6624, -1.2490, 0.9452], [0.6110, 1.4577, 0.4938], [0.0652, -0.7303, 2.5898], [0.7422, 0.8890, 2.7392], [-1.0726, 0.6611, 2.5738], [-1.6659, 0.0489, 0.1869], [-0.6701, -1.2510, -0.1025], [0.4877, -0.1980, -2.1260], [-0.5420, 1.3321, -1.8456]], "smiles": "CC(C)CCC(=O)[O-]", "homo_ev": -3.67, "e_above_lowest_kj_mol": 94.5, "homo_lumo_gap_ev": 7.263, "total_charge": -1, "lumo_ev": 3.59}

=====

no.,E_tot (eV)
1,-96234.895
2,-33396.261
3,-51351.584
4,-15728.893
5,-109160.262
6,-10496.103